Below is a molecular structure, C31H22Cl84IN2O5P, with properties calculated with ωB97M-V/def2-TZVPD.

Element x y z (Å)
C 3.071 -3.693 -0.649
O 1.812 -3.269 -1.189
C 1.875 -1.921 -1.556
C 1.271 -1.626 -2.967
C 2.252 -0.614 -3.636
P 3.571 -1.460 -4.576
O 4.331 -0.437 -5.265
O 4.552 -2.248 -3.609
O 2.968 -2.467 -5.651
N -0.083 -1.092 -2.727
C -0.113 0.319 -2.457
C -1.369 0.636 -1.612
C -1.111 1.875 -0.734
I -1.649 -1.041 -0.249
N -1.087 -1.477 -3.652
C -0.723 -1.343 -5.058
C -1.723 -2.695 -3.354
C -1.065 -3.867 -2.661
O -2.832 -2.781 -3.672
H 2.928 -4.676 -0.233
H 3.781 -3.691 -1.465
H 3.383 -2.989 0.122
H 1.401 -1.269 -0.828
H 2.920 -1.617 -1.579
H 1.298 -2.565 -3.495
H 1.753 -0.015 -4.385
H 2.685 0.047 -2.903
H 5.137 -1.620 -3.185
H 2.716 -1.896 -6.390
H 0.715 0.621 -1.835
H -0.109 0.944 -3.350
H -2.249 0.804 -2.209
H -0.694 1.607 0.225
H -0.400 2.552 -1.199
H -2.048 2.381 -0.562
H -0.232 -0.413 -5.288
H -0.126 -2.185 -5.410
H -1.635 -1.380 -5.636
H -1.614 -4.758 -2.952
H -1.177 -3.745 -1.597
H -0.040 -4.040 -2.944
C -0.347 3.196 3.167
Cl -1.261 1.686 3.242
Cl 1.237 2.878 2.455
Cl -1.235 4.373 2.175
Cl -0.122 3.851 4.787
C -0.557 7.767 5.714
Cl 0.479 7.426 4.322
Cl -2.251 7.603 5.244
Cl -0.199 6.616 7.011
Cl -0.254 9.412 6.283
C 4.632 -4.162 1.812
Cl 3.800 -5.683 1.454
Cl 3.480 -2.823 1.693
Cl 5.306 -4.217 3.446
Cl 5.934 -3.909 0.649
C 4.934 -0.557 5.803
Cl 3.935 -2.002 5.926
Cl 6.463 -0.936 5.001
Cl 4.047 0.643 4.855
Cl 5.259 0.077 7.419
C 1.543 0.261 -9.128
Cl 2.590 1.645 -9.409
Cl -0.120 0.681 -9.540
Cl 2.080 -1.094 -10.124
Cl 1.614 -0.214 -7.415
C -3.447 -7.294 -4.866
Cl -4.904 -8.050 -4.212
Cl -2.026 -8.140 -4.236
Cl -3.466 -7.406 -6.630
Cl -3.394 -5.595 -4.387
C -0.541 -7.255 0.067
Cl 0.575 -8.592 0.369
Cl -1.709 -7.151 1.391
Cl 0.357 -5.744 -0.049
Cl -1.391 -7.522 -1.459
C -5.613 0.385 -1.206
Cl -7.011 -0.268 -0.324
Cl -4.849 -0.906 -2.123
Cl -6.147 1.647 -2.323
Cl -4.468 1.076 -0.043
C 1.742 3.318 8.246
Cl 2.791 4.728 8.065
Cl 0.053 3.802 8.029
Cl 2.149 2.123 7.014
Cl 1.959 2.624 9.855
C -11.468 0.410 -1.002
Cl -11.773 0.690 -2.716
Cl -12.528 -0.875 -0.408
Cl -9.776 -0.070 -0.803
Cl -11.771 1.892 -0.095
C 7.545 -0.572 -0.697
Cl 6.734 -0.170 0.821
Cl 6.334 -0.830 -1.962
Cl 8.614 0.753 -1.162
Cl 8.492 -2.048 -0.483
C 0.489 -4.064 5.296
Cl -0.354 -5.575 4.943
Cl -0.615 -2.701 5.118
Cl 1.123 -4.118 6.947
Cl 1.806 -3.837 4.144
C -8.826 0.643 -5.976
Cl -7.618 1.933 -6.049
Cl -10.418 1.306 -6.365
Cl -8.412 -0.617 -7.141
Cl -8.857 -0.039 -4.352
C 4.573 -8.031 4.750
Cl 3.736 -9.548 4.402
Cl 3.432 -6.688 4.621
Cl 5.233 -8.085 6.389
Cl 5.892 -7.813 3.595
C 2.475 4.085 -5.897
Cl 3.163 2.467 -5.996
Cl 2.142 4.717 -7.514
Cl 0.962 4.000 -4.983
Cl 3.620 5.150 -5.071
C -3.810 5.260 9.724
Cl -4.033 3.513 9.577
Cl -5.296 6.087 9.248
Cl -3.418 5.666 11.398
Cl -2.487 5.774 8.668
C -1.996 11.787 3.634
Cl -2.528 12.587 2.152
Cl -1.049 12.918 4.608
Cl -3.405 11.255 4.557
Cl -0.999 10.389 3.227
C 12.426 -0.717 0.105
Cl 12.957 -2.359 -0.270
Cl 11.969 0.107 -1.391
Cl 11.036 -0.779 1.192
Cl 13.743 0.164 0.885
C 2.267 5.233 -0.882
Cl 2.939 3.611 -1.115
Cl 1.891 5.927 -2.457
Cl 0.803 5.109 0.096
Cl 3.452 6.244 -0.050
C -3.996 -2.763 3.221
Cl -2.929 -3.221 1.891
Cl -5.678 -2.745 2.684
Cl -3.797 -3.943 4.518
Cl -3.547 -1.153 3.800
C -8.432 4.415 0.638
Cl -7.986 2.727 0.378
Cl -8.720 5.192 -0.922
Cl -9.899 4.502 1.620
Cl -7.117 5.248 1.478

Forces on the atoms, in the same order (eV/Å):
C -0.709 0.225 -2.767
O -0.398 -0.127 0.261
C 0.369 0.267 -0.802
C 0.919 1.129 1.775
C -0.517 -2.032 -0.481
P 0.415 1.391 0.062
O 0.886 1.812 -1.001
O -1.545 -1.646 -0.281
O -0.338 -0.717 1.287
N 0.985 -1.249 -1.417
C -1.637 -0.299 0.731
C 1.261 0.458 0.731
C -0.242 -0.356 -0.347
I -0.236 0.535 0.006
N 1.545 1.205 0.367
C -0.761 -0.634 -0.255
C 3.428 -0.113 1.603
C 0.019 0.084 -0.477
O -5.255 -0.742 -1.829
H -0.125 0.145 -0.427
H 0.427 -0.399 -0.351
H -0.225 -1.015 -3.749
H -0.348 0.010 0.239
H 0.329 -0.020 -0.037
H -0.549 -0.206 -0.331
H -0.088 0.279 -0.277
H 0.338 0.264 0.105
H -0.013 -0.129 -0.323
H 0.103 -0.210 -0.368
H 0.556 -0.217 0.066
H -0.038 0.190 -0.233
H -0.402 -0.485 -0.179
H 0.171 -0.105 0.271
H -0.012 0.246 -0.308
H -0.169 0.394 0.154
H 0.133 0.375 0.234
H 0.454 -0.034 -0.031
H -0.299 0.109 -0.208
H -0.086 0.133 0.115
H 0.291 0.091 0.420
H 0.474 0.187 0.247
C 0.017 0.008 0.050
Cl -0.010 0.039 -0.036
Cl 0.051 -0.149 0.057
Cl -0.201 -0.157 0.261
Cl -0.138 -0.054 -0.101
C -0.054 0.127 0.038
Cl 0.015 -0.007 0.016
Cl 0.020 -0.047 0.013
Cl 0.326 0.458 -0.490
Cl 0.039 -0.096 0.238
C 0.115 -0.249 0.017
Cl 0.459 -0.449 0.788
Cl 0.537 1.561 6.346
Cl -0.018 0.203 -0.337
Cl 0.067 -0.023 0.016
C -0.086 -0.027 0.072
Cl 0.102 -0.029 0.084
Cl -0.032 -0.010 -0.026
Cl 0.114 0.065 -0.176
Cl 0.021 0.025 -0.038
C 0.037 -0.057 -0.228
Cl 0.003 -0.037 0.032
Cl 0.002 -0.015 0.065
Cl -0.020 -0.031 0.041
Cl -0.187 0.175 -0.135
C -0.121 0.132 -0.032
Cl -0.002 -0.006 0.003
Cl -0.091 -0.067 -0.467
Cl 0.022 -0.031 0.008
Cl -0.178 -0.213 -0.159
C -0.056 0.065 0.050
Cl 0.014 -0.008 0.010
Cl 0.001 0.008 0.006
Cl 0.031 0.112 0.046
Cl 0.138 -0.001 0.425
C 0.126 -0.013 -0.057
Cl 0.735 -0.099 0.118
Cl -0.007 0.012 -0.013
Cl -0.010 -0.023 -0.019
Cl -0.381 0.036 -0.043
C -0.033 -0.081 -0.090
Cl -0.027 -0.003 0.004
Cl 0.120 -0.376 0.414
Cl 0.043 0.016 0.142
Cl -0.017 0.010 -0.048
C -0.048 -0.079 -0.005
Cl -0.168 0.042 0.015
Cl 0.022 0.019 -0.011
Cl -0.649 0.099 -0.150
Cl 0.038 -0.003 0.004
C 0.319 0.031 0.332
Cl -0.034 -0.038 -0.064
Cl 0.578 0.669 0.601
Cl -0.251 -0.069 -0.021
Cl -0.158 -0.013 -0.217
C -0.101 0.027 -0.039
Cl 0.014 0.020 -0.017
Cl -0.019 0.047 0.124
Cl 0.027 0.016 -0.075
Cl -0.087 -0.135 0.042
C 0.034 -0.047 0.049
Cl 0.000 0.014 -0.006
Cl -0.010 0.013 -0.003
Cl -0.004 0.017 -0.009
Cl 0.103 -0.036 -0.037
C -0.078 0.006 0.038
Cl -0.001 0.003 -0.008
Cl -0.047 -0.280 0.237
Cl 0.005 0.004 0.000
Cl 0.009 -0.023 0.007
C 0.114 -0.146 0.019
Cl 0.127 0.030 0.097
Cl 0.012 0.007 0.044
Cl -0.116 -0.028 -0.088
Cl 0.031 -0.038 -0.241
C -0.004 -0.042 0.012
Cl 0.009 0.005 -0.003
Cl 0.013 -0.004 -0.003
Cl 0.001 -0.002 -0.011
Cl -0.431 0.014 0.210
C -0.005 -0.027 -0.008
Cl 0.002 0.004 0.014
Cl 0.004 -0.001 0.013
Cl 0.004 0.002 0.007
Cl -0.048 0.090 -0.287
C 0.029 0.031 0.001
Cl -0.023 0.002 0.005
Cl 0.121 -0.040 0.009
Cl 0.178 0.081 0.138
Cl -0.008 -0.006 -0.019
C -0.063 0.073 -0.024
Cl 0.050 -0.106 -0.010
Cl -0.095 0.188 0.361
Cl 0.215 0.236 -0.339
Cl -0.002 -0.018 0.008
C 0.073 -0.082 -0.020
Cl -0.119 -0.214 0.040
Cl 0.106 0.015 -0.044
Cl -0.173 -0.019 0.099
Cl -0.025 0.049 0.029
C 0.041 -0.054 -0.015
Cl -0.111 0.180 0.153
Cl -0.012 -0.005 -0.003
Cl 0.011 0.015 0.013
Cl 0.004 0.012 -0.001

Total charge   0
DFT total energy   -1114986.1361 eV
F_max   6.56 eV/A
HOMO level   -8.39 eV

=====

Below is a molecular structure, C31H22N8O8RuS3, with properties calculated with ωB97M-V/def2-TZVPD.

Element x y z (Å)
Ru 0.054 0.058 -0.021
C 1.206 0.126 3.820
C 1.663 -0.961 2.924
N 1.405 -1.035 1.636
C 1.947 -2.198 1.174
C 2.583 -2.837 2.219
N 2.375 -2.036 3.314
C 3.414 -4.059 2.338
O 3.608 -4.749 1.248
O 3.891 -4.346 3.419
C 1.809 -2.581 -0.282
O 2.449 -3.580 -0.670
O 1.081 -1.858 -0.988
H 1.011 1.016 3.224
H 1.948 0.343 4.585
H 0.278 -0.164 4.311
H 2.727 -2.273 4.230
H 3.151 -4.333 0.404
O -4.434 -1.888 -5.488
C -4.725 -2.073 -4.323
O -5.676 -2.529 -3.715
C -3.560 -1.592 -3.303
C -3.422 -2.234 -2.087
C -2.441 -1.787 -1.213
N -1.654 -0.766 -1.505
C -1.770 -0.170 -2.679
C -2.720 -0.547 -3.623
C -0.802 1.012 -2.979
O -1.041 1.704 -3.955
O 0.128 1.151 -2.153
H -4.068 -3.054 -1.818
H -2.293 -2.260 -0.250
H -2.767 -0.027 -4.567
N 0.881 3.551 -0.429
C 2.014 2.770 -0.468
C 3.185 3.397 -0.934
C 4.348 2.672 -1.038
C 4.318 1.325 -0.696
C 3.137 0.796 -0.219
N 2.013 1.499 -0.069
C -0.456 3.191 -0.417
C -1.339 4.003 -1.141
C -2.688 3.726 -1.124
C -3.129 2.635 -0.376
C -2.195 1.898 0.318
N -0.881 2.161 0.324
H 1.023 4.438 -0.896
H 3.153 4.439 -1.219
H 5.256 3.131 -1.402
H 5.188 0.696 -0.807
H 3.087 -0.248 0.059
H -0.951 4.827 -1.722
H -3.381 4.334 -1.684
H -4.172 2.369 -0.335
H -2.501 1.060 0.934
S -5.871 0.909 4.802
C -4.634 -0.009 4.229
S -3.901 0.337 2.674
C -2.682 -0.946 3.008
N -2.900 -1.514 4.139
N -3.974 -1.043 4.808
C -4.285 -1.697 6.014
C -5.528 -1.593 6.628
C -5.775 -2.283 7.800
C -4.805 -3.091 8.365
C -3.571 -3.201 7.747
C -3.305 -2.512 6.581
S -1.437 -1.383 1.964
H -6.300 -0.983 6.195
H -6.742 -2.186 8.269
H -5.015 -3.633 9.276
H -2.807 -3.830 8.181
H -2.350 -2.605 6.088

Forces on the atoms, in the same order (eV/Å):
Ru 0.020 0.204 -3.869
C -0.044 0.006 0.025
C -0.033 0.225 0.178
N -0.334 0.450 -0.442
C 0.351 -0.483 0.005
C -0.287 0.184 -0.585
N 0.007 -0.063 -0.370
C 0.092 -0.042 0.073
O -0.074 -0.044 -0.390
O -0.102 0.076 -0.020
C 0.887 -0.759 1.185
O -0.193 0.129 -0.099
O -1.372 2.160 0.204
H 0.009 0.007 0.046
H 0.072 0.074 0.031
H -0.119 -0.029 -0.004
H -0.029 0.066 -0.014
H 0.071 0.055 0.500
O 0.014 0.165 -1.746
C 1.953 0.805 1.774
O -1.559 -0.777 0.392
C -1.270 -0.586 -1.074
C 0.705 0.442 0.411
C -0.653 -1.007 0.315
N 1.390 0.578 1.923
C 0.424 1.407 -1.234
C 0.750 0.109 0.818
C -2.990 -1.416 -1.146
O 0.560 0.204 0.224
O 2.169 -0.231 3.350
H -0.121 -0.032 -0.013
H -0.012 0.073 -0.072
H -0.027 -0.038 -0.062
N -0.036 0.294 -0.166
C 0.313 -0.063 -0.011
C -0.027 -0.098 0.132
C -0.245 -0.133 0.022
C -0.090 -0.072 0.097
C 0.660 -0.213 -0.036
N -0.976 -0.515 0.000
C -0.242 0.045 0.024
C 0.006 -0.008 0.292
C 0.245 -0.355 0.254
C 0.087 0.175 0.039
C -0.637 0.088 0.162
N 0.381 -1.319 -0.533
H -0.040 -0.233 0.111
H -0.032 0.037 -0.008
H -0.004 0.048 -0.028
H 0.017 -0.066 0.045
H -0.018 0.105 -0.012
H 0.051 -0.002 -0.050
H -0.035 0.010 -0.092
H -0.092 -0.095 0.035
H 0.229 0.142 -0.392
S -0.382 0.463 -0.019
C -0.056 0.304 -0.125
S 0.277 -0.947 0.902
C -1.264 1.216 0.180
N 1.124 -0.720 -0.292
N -0.620 0.775 -0.719
C -0.043 -0.412 0.646
C -0.075 0.056 -0.154
C 0.084 -0.123 0.098
C -0.078 -0.017 0.114
C -0.014 -0.022 0.095
C 0.088 0.070 -0.052
S 1.184 -0.194 -0.969
H 0.008 -0.024 0.005
H -0.107 -0.009 0.024
H 0.022 -0.029 0.060
H 0.081 -0.051 -0.011
H -0.004 -0.021 0.018

Relative energy (zero: lowest compared OMol25 entry of this formula, charge and spin)   423.9 kJ/mol
Total charge   -1
DFT total energy   -95895.5355 eV
F_max   4.00 eV/A
Expectation value of S²   0.7880
Multiplicity   2
HOMO level (alpha / beta)   -5.21 / -5.21 eV